19
Properties=species:S:1:pos:R:3 method="wB97M-V/def2-TZVPD" de_lowest_kcal_mol=68.0 homo_lumo_gap_ev=9.3 homo_energy_ev=-8.67 total_charge=0
C 1.177 1.865 0.074
N 0.857 0.659 -0.380
C 1.675 -0.418 0.059
C 1.237 -1.716 -0.339
O 2.852 -0.224 0.449
H 2.195 2.254 -0.389
H 0.469 2.601 -0.322
H 1.170 2.160 1.170
H -0.131 0.534 -0.719
H 0.165 -1.752 -0.792
H 1.001 -2.368 0.626
H 1.937 -2.383 -0.914
C -2.207 -0.408 0.662
N -1.698 0.317 -0.535
H -1.841 0.300 1.598
H -3.213 -0.822 0.823
H -1.611 -1.293 0.813
H -1.691 -0.352 -1.358
H -2.343 1.046 -0.528